Entry 1:
The following is a quantum chemistry calculation of 2 unconnected molecules or ions with the total composition C3H8Cl2N at a distorted geometry, from OMol25.

As for the LUMO energy: -0.1587 hartree. As for the energy above the lowest of the compared OMol25 structures with the same formula, charge and spin: 263.8 kJ/mol.

```
! wB97M-V def2-TZVPD RIJCOSX def2/J DEFGRID3
* xyz 1 1
H 1.065 0.008 -2.728
H 0.451 1.959 -0.703
N -0.312 -0.805 1.382
Cl -1.782 1.352 0.061
H -1.271 -0.463 1.218
H -0.211 -0.927 2.430
H 1.532 0.298 1.084
C 0.195 -0.448 -2.165
H -0.860 -0.331 -2.339
C 0.493 0.466 1.008
H 0.410 1.348 1.687
H -0.251 -1.595 0.836
Cl 0.585 -1.901 -1.467
C -0.044 1.039 -0.305
*
```

Atomic charges from the Löwdin analysis, expressed in e, are listed below: 0.0753 0.0868 0.1675 0.6218 0.0750 0.2037 0.1082 -0.4566 0.0216 -0.2388 0.1365 0.0479 0.6677 -0.5166



Entry 2:
The following is a quantum chemistry calculation of a single C3H8ClN molecule at a distorted geometry, from OMol25.

Its structure (SMILES) is CNCCCl. As for the LUMO energy: 0.0384 hartree. As for the energy above the lowest of the compared OMol25 structures with the same formula, charge and spin: 261.2 kJ/mol.

```
! wB97M-V def2-TZVPD RIJCOSX def2/J DEFGRID3
* xyz 0 1
H -0.393 0.314 -2.446
Cl 2.646 -0.055 0.616
H 0.525 -1.194 -0.411
C -1.001 0.927 -1.540
H 1.284 -1.832 1.407
H -0.750 2.027 -1.886
H -2.210 0.631 -1.610
H 0.940 -0.196 2.479
H -0.768 -1.169 0.868
H -0.747 1.276 0.849
N -0.557 0.622 -0.046
C 0.003 -0.622 0.286
C 1.029 -0.728 1.433
*
```

Atomic charges from the Löwdin analysis, expressed in e, are listed below: 0.1128 0.3652 0.0724 -0.1219 0.0746 0.0698 0.0989 0.1079 0.1065 0.1778 -0.1696 -0.4426 -0.4520



Entry 3:
The following is a quantum chemistry calculation of 2 unconnected molecules or ions with the total composition C3H8ClN2 at a distorted geometry, from OMol25.

As for the LUMO energy: -0.1629 hartree. As for the energy above the lowest of the compared OMol25 structures with the same formula, charge and spin: 218.3 kJ/mol.

```
! wB97M-V def2-TZVPD RIJCOSX def2/J DEFGRID3
* xyz 1 1
N -0.315 2.194 -0.980
C 1.015 -1.568 -0.005
H 1.509 -1.107 -0.844
H -1.029 0.054 2.270
N 0.099 -0.574 0.524
H 0.605 2.607 -1.465
H 0.399 -2.438 -0.346
H -0.109 0.264 -1.790
H 0.335 -1.232 2.381
C -0.706 0.938 -1.089
Cl -2.334 0.608 -0.699
C -0.253 -0.666 1.742
H 1.780 -1.832 0.673
H -0.998 2.752 -0.372
*
```

Atomic charges from the Löwdin analysis, expressed in e, are listed below: 0.0803 -0.0889 0.0660 0.1291 -0.1413 0.2190 0.1212 0.1304 0.0630 -0.5914 0.7795 0.0052 0.0754 0.1525



Entry 4:
The following is a quantum chemistry calculation of 2 unconnected molecules or ions with the total composition C3H8ClN2O at a distorted geometry, from OMol25.

As for the LUMO energy: -0.1746 hartree. As for the energy above the lowest of the compared OMol25 structures with the same formula, charge and spin: 324.4 kJ/mol.

```
! wB97M-V def2-TZVPD RIJCOSX def2/J DEFGRID3
* xyz 1 1
Cl -3.904 -0.404 -0.129
H -2.851 1.509 -0.614
N -1.445 0.402 0.321
C 1.041 1.101 0.273
N 1.312 0.281 -0.665
H 3.124 -0.704 -0.158
H 1.461 -1.147 0.714
H 1.947 -1.827 -0.993
O -0.990 -0.820 0.726
C -2.589 0.594 -0.050
H -1.707 -1.391 1.061
H 1.184 0.409 -1.645
H 0.980 0.864 1.342
C 1.955 -0.932 -0.260
H 0.482 2.063 0.078
*
```

Atomic charges from the Löwdin analysis, expressed in e, are listed below: 0.7799 0.0968 -0.1072 0.1142 -0.0125 0.1519 0.0908 0.1353 -0.0508 -0.6862 0.1023 0.1717 0.1333 -0.0584 0.1389



Entry 5:
The following is a quantum chemistry calculation of 2 unconnected molecules or ions with the total composition C3H8ClNOSi at a distorted geometry, from OMol25.

Its structure (SMILES) is CC(C)=NCl.O=[SiH2]. As for the LUMO energy: 0.0167 hartree. As for the energy above the lowest of the compared OMol25 structures with the same formula, charge and spin: 215.9 kJ/mol.

```
! wB97M-V def2-TZVPD RIJCOSX def2/J DEFGRID3
* xyz 0 1
O -4.058 -1.092 0.715
H 0.622 2.540 -0.039
H 1.262 -1.476 -0.613
H -4.688 1.320 -0.126
H 1.498 1.978 -1.673
Cl -1.585 1.394 0.749
C 0.394 0.474 -0.682
C 1.226 1.725 -0.561
C 1.053 -0.600 -1.393
Si -4.046 0.004 -0.283
H -3.197 -0.111 -1.694
H 2.072 1.455 0.134
N -0.817 0.320 -0.310
H 0.417 -1.038 -2.158
H 1.931 -0.250 -1.908
*
```

Atomic charges from the Löwdin analysis, expressed in e, are listed below: -0.4593 0.0551 0.1466 -0.0849 0.1253 0.6049 -0.5565 -0.0661 -0.0645 0.4605 -0.0330 0.1033 -0.3825 0.0842 0.0668



Entry 6:
The following is a quantum chemistry calculation of a gas-phase ion, C3H8F2N4P (charge +1) at a distorted geometry, from OMol25.

Its structure (SMILES) is CN/N=N/C(=[NH2+])[PH2]=C(F)F. As for the LUMO energy (spin up / spin down): -0.1748 / -0.1749 hartree. As for the energy above the lowest of the compared OMol25 structures with the same formula, charge and spin: 175.6 kJ/mol.

```
! wB97M-V def2-TZVPD RIJCOSX def2/J DEFGRID3
* xyz 1 1
F 5.509 0.102 0.522
F 4.983 1.468 -1.002
N 1.470 -2.755 -0.382
H -3.186 1.669 0.317
H 2.090 0.696 0.736
H 3.310 -0.972 1.071
H -1.904 2.453 -0.584
H 0.713 -3.276 -0.804
C -2.449 1.514 -0.361
N -1.392 0.634 0.059
H 2.405 -2.970 -0.567
C 4.531 0.813 0.053
H -2.688 1.332 -1.380
P 2.915 -0.151 0.041
N -0.604 0.066 -0.734
H -1.114 0.781 1.017
C 1.313 -1.389 -0.368
N 0.178 -0.851 -0.400
*
```

Atomic charges from the Löwdin analysis, expressed in e, are listed below: 0.0951 0.0941 0.1275 0.0648 -0.0328 -0.0109 0.1099 0.1192 -0.0070 -0.0413 0.0713 -0.4651 0.0910 0.9569 0.0513 0.1633 -0.4410 0.0538



Entry 7:
The following is a quantum chemistry calculation of a molecular structure, C3H8F3O5STl at a distorted geometry, from OMol25.

As for the LUMO energy: -0.5503 hartree. As for the energy above the lowest of the compared OMol25 structures with the same formula, charge and spin: 105.9 kJ/mol.

```
! wB97M-V def2-TZVPD RIJCOSX def2/J DEFGRID3
* xyz 2 1
F 1.253 -3.107 0.438
C 2.421 -2.798 0.954
Tl -0.094 1.225 -1.374
O 3.802 -1.531 -0.988
H -1.529 4.040 0.267
H -2.798 5.324 -0.631
H -2.499 -2.027 0.954
H -1.996 5.157 -2.123
H -1.043 -2.131 -1.051
C -2.441 4.556 -1.318
F 3.361 -3.656 0.740
O 1.726 -0.510 -0.203
F 2.274 -2.713 2.262
H -1.069 -3.071 0.951
S 3.033 -1.092 0.169
O 3.757 -0.364 1.175
O -1.533 3.685 -0.632
O -1.018 -1.448 -0.358
C -1.398 -2.031 0.855
H -0.989 -1.447 1.682
H -3.221 3.937 -1.766
*
```

Atomic charges from the Löwdin analysis, expressed in e, are listed below: 0.2347 -0.5358 1.2574 -0.1089 0.1003 0.1034 0.1436 0.1043 0.1359 -0.0885 0.3083 -0.3790 0.2750 0.1049 0.6729 -0.1096 -0.2268 -0.1288 -0.0781 0.1141 0.1008



Entry 8:
The following is a quantum chemistry calculation of 2 unconnected molecules or ions with the total composition C3H8FNO at a distorted geometry, from OMol25.

As for the LUMO energy (spin up / spin down): 0.0243 / 0.0239 hartree. As for the energy above the lowest of the compared OMol25 structures with the same formula, charge and spin: 500.3 kJ/mol.

```
! wB97M-V def2-TZVPD RIJCOSX def2/J DEFGRID3
* xyz 0 1
C -0.287 2.093 -1.339
C -1.383 0.126 -0.996
F -1.732 0.385 0.395
H -2.515 -1.503 -0.962
H 0.380 2.604 -2.034
H -1.710 -1.212 -2.449
N -1.630 -1.206 -1.414
H 1.471 -0.936 2.196
H 1.600 -1.450 0.422
O -0.775 0.958 -1.771
C 0.925 -0.995 1.160
H -0.040 -1.510 1.262
H 0.919 0.034 0.691
H -0.032 2.373 -0.377
*
```

Atomic charges from the Löwdin analysis, expressed in e, are listed below: -0.0792 -0.3723 0.0071 0.1044 0.0542 0.1104 0.1144 0.0544 0.0106 0.0102 -0.0693 0.0111 0.0151 0.0289



Entry 9:
The following is a quantum chemistry calculation of a single C3H8FNO molecule at a distorted geometry, from OMol25.

Its structure (SMILES) is NC[C@@H](O)CF. As for the LUMO energy: 0.0347 hartree. As for the energy above the lowest of the compared OMol25 structures with the same formula, charge and spin: 147.5 kJ/mol.

```
! wB97M-V def2-TZVPD RIJCOSX def2/J DEFGRID3
* xyz 0 1
H -1.078 1.737 0.409
C 0.979 -1.034 0.343
H -0.975 0.334 -1.626
N -0.491 1.154 -1.413
O -1.487 -0.572 0.270
C -0.176 -0.080 0.690
H 1.875 -0.813 1.012
C -0.192 1.279 -0.002
H 0.770 1.718 0.375
H -1.478 -1.527 0.304
H -0.108 -0.026 1.727
H 1.443 -1.111 -0.683
H 0.281 1.286 -2.119
F 0.635 -2.345 0.714
*
```

Atomic charges from the Löwdin analysis, expressed in e, are listed below: 0.1050 -0.1460 0.0340 0.0053 -0.0455 -0.3368 0.1349 -0.2355 0.1373 0.0786 0.1153 0.1328 0.0965 -0.0760



Entry 10:
The following is a quantum chemistry calculation of 2 unconnected molecules or ions with the total composition C3H8IN at a distorted geometry, from OMol25.

As for the LUMO energy (spin up / spin down): -0.0425 / -0.0035 hartree. As for the energy above the lowest of the compared OMol25 structures with the same formula, charge and spin: 314.0 kJ/mol.

```
! wB97M-V def2-TZVPD RIJCOSX def2/J DEFGRID3
* xyz 0 1
H -0.933 -1.456 -0.471
H 1.206 -0.188 -1.401
H 0.280 2.092 0.539
H -1.580 1.615 0.561
N 1.809 0.143 0.457
C 0.062 -1.532 -0.069
I 4.252 0.191 0.043
C 1.107 -0.469 -0.407
H -0.645 1.432 -0.979
H 0.548 -2.438 -0.365
H -0.187 -1.761 1.060
C -0.636 1.830 -0.009
H 1.890 0.125 1.438
*
```

Atomic charges from the Löwdin analysis, expressed in e, are listed below: 0.0575 0.0863 -0.0048 0.0127 -0.2089 -0.0672 0.2224 -0.3221 -0.0396 0.0581 0.1179 0.0686 0.0190



Entry 11:
The following is a quantum chemistry calculation of a molecular structure, C3H8IN2 at a distorted geometry, from OMol25.

As for the LUMO energy (spin up / spin down): -0.1475 / -0.1474 hartree. As for the energy above the lowest of the compared OMol25 structures with the same formula, charge and spin: 340.7 kJ/mol.

```
! wB97M-V def2-TZVPD RIJCOSX def2/J DEFGRID3
* xyz 1 1
H -0.358 1.944 0.618
H 1.683 0.833 -0.073
N -0.305 -1.056 0.189
H -0.182 -0.387 -2.939
C 1.149 0.514 0.826
H -0.670 -2.015 -0.086
N -0.276 1.019 0.863
H -0.525 -0.453 -3.640
H 1.726 -1.699 0.359
I -3.024 0.306 -0.328
H -0.654 1.124 1.797
C 0.894 -0.980 0.696
H 1.576 0.770 1.747
C -1.032 0.079 -0.027
*
```

Atomic charges from the Löwdin analysis, expressed in e, are listed below: 0.1289 0.1498 -0.0225 0.0003 -0.0475 0.2090 0.0541 0.0386 0.1680 0.9725 0.1729 -0.0775 0.1149 -0.8613



Entry 12:
The following is a quantum chemistry calculation of a molecular structure, C3H8InN2O6 at a distorted geometry, from OMol25.

As for the LUMO energy: -0.3385 hartree.

```
! wB97M-V def2-TZVPD RIJCOSX def2/J DEFGRID3
* xyz 1 1
N 0.961 8.976 -4.692
C 0.775 -4.626 -2.726
O 1.963 9.685 -4.372
H -1.492 -1.629 3.226
C -2.047 -0.985 3.908
C -1.715 -1.337 5.320
N 2.013 -3.916 -2.326
O 3.078 -4.507 -2.219
H -0.679 -1.109 5.572
H -2.010 -2.370 5.507
H -2.354 -0.826 6.040
In 1.938 3.442 -0.251
O 0.129 9.261 -5.543
O -1.808 0.351 3.601
O 1.858 -2.703 -2.066
H -0.083 -4.244 -2.172
O 0.861 7.857 -4.212
H 1.030 -5.666 -2.525
H -3.078 -1.278 3.710
H 0.660 -4.378 -3.781
*
```

Atomic charges from the Löwdin analysis, expressed in e, are listed below: -0.5892 0.0434 0.1123 0.1523 -0.3275 -0.0825 -0.4344 0.0776 0.0895 0.0857 0.0885 0.9967 0.1508 0.0491 0.0062 0.0990 0.1134 0.1019 0.1602 0.1070



Entry 13:
The following is a quantum chemistry calculation of a molecular structure, C3H8InO3 at a distorted geometry, from OMol25.

As for the LUMO energy (spin up / spin down): -0.4722 / -0.4547 hartree.

```
! wB97M-V def2-TZVPD RIJCOSX def2/J DEFGRID3
* xyz 2 2
C 0.147 -0.031 1.192
H -1.707 -2.367 -0.367
O 0.810 1.533 -0.535
H -2.479 -0.782 -0.600
H 2.504 0.141 0.514
C 1.801 0.661 -0.147
H -0.110 0.476 -1.118
O -0.416 -0.794 -0.785
O 0.289 1.536 2.176
C -1.661 -1.432 -0.948
H 0.615 -0.914 1.652
H -1.783 -1.662 -2.013
H -0.926 0.228 1.186
H 2.453 0.597 -1.033
In 0.462 2.810 0.824
*
```

Atomic charges from the Löwdin analysis, expressed in e, are listed below: 0.2252 0.1318 -0.2905 0.1147 0.1808 0.1106 0.3050 -0.1553 -0.3352 -0.0439 0.1342 0.1422 0.1028 0.1544 1.2230



Entry 14:
The following is a quantum chemistry calculation of a molecular structure, C3H8MnO2 at a distorted geometry, from OMol25.

As for the LUMO energy (spin up / spin down): 0.1365 / 0.1346 hartree.

```
! wB97M-V def2-TZVPD RIJCOSX def2/J DEFGRID3
* xyz -1 7
C 0.375 1.535 0.521
H 0.669 1.942 3.166
O -2.483 3.004 1.052
H 1.171 0.870 0.143
C -0.673 1.841 -0.518
H 1.494 0.439 2.673
H -0.188 1.506 -1.452
H -1.487 3.116 0.046
C 0.509 0.905 2.829
H -0.077 0.381 3.595
O -0.235 0.847 1.631
H -1.607 1.817 -1.097
Mn -2.319 1.171 1.416
H 0.870 2.444 0.903
*
```

Atomic charges from the Löwdin analysis, expressed in e, are listed below: -0.3490 0.0881 -0.8147 0.1038 -0.2969 0.0838 -0.0053 0.1164 -0.1396 0.0726 -0.4398 0.0151 0.4651 0.1002



Entry 15:
The following is a quantum chemistry calculation of a gas-phase ion, C3H8N (charge +1) at a distorted geometry, from OMol25.

Its structure (SMILES) is C=C(C)[NH3+]. As for the LUMO energy: -0.1494 hartree. As for the energy above the lowest of the compared OMol25 structures with the same formula, charge and spin: 44.3 kJ/mol.

```
! wB97M-V def2-TZVPD RIJCOSX def2/J DEFGRID3
* xyz 1 1
N 0.248 -0.442 -1.219
H 2.144 -0.311 0.480
H 1.244 -0.400 -1.451
C 0.085 -0.268 0.256
C -1.237 0.403 0.587
H -0.225 0.279 -1.775
H -1.357 0.588 1.643
H -0.093 -1.352 -1.541
H 1.251 0.228 1.986
H -1.156 1.352 0.035
C 1.194 -0.089 0.957
H -2.097 0.012 0.042
*
```

Atomic charges from the Löwdin analysis, expressed in e, are listed below: 0.2230 0.0859 0.1687 -0.3171 -0.0225 0.1795 0.0975 0.1825 0.0989 0.0975 0.1173 0.0886



Entry 16:
The following is a quantum chemistry calculation of a gas-phase ion, C3H8N (charge +1) at a distorted geometry, from OMol25.

As for the LUMO energy: -0.3312 hartree. As for the energy above the lowest of the compared OMol25 structures with the same formula, charge and spin: 376.4 kJ/mol.

```
! wB97M-V def2-TZVPD RIJCOSX def2/J DEFGRID3
* xyz 1 1
C -0.482 0.049 -0.368
C -1.729 0.142 0.580
H -1.652 1.109 1.083
C 1.913 -0.181 -0.168
H -1.548 -0.578 1.380
H -2.703 0.009 0.113
H 2.579 0.307 0.550
H 2.225 -1.209 -0.386
N 0.623 -0.093 0.455
H 1.873 0.378 -1.108
H -0.440 0.894 -1.085
H -0.659 -0.826 -1.046
*
```

Atomic charges from the Löwdin analysis, expressed in e, are listed below: -0.2143 -0.0482 0.0860 -0.0051 0.0829 0.0897 0.1261 0.1579 0.2210 0.1152 0.1826 0.2061



Entry 17:
The following is a quantum chemistry calculation of a gas-phase ion, C3H8N (charge +1) at a distorted geometry, from OMol25.

As for the LUMO energy (spin up / spin down): -0.1209 / -0.3908 hartree. As for the energy above the lowest of the compared OMol25 structures with the same formula, charge and spin: 37.4 kJ/mol.

```
! wB97M-V def2-TZVPD RIJCOSX def2/J DEFGRID3
* xyz 1 3
H 1.608 -0.723 -0.124
H 0.950 0.361 -2.277
C -0.450 -0.293 0.882
H -1.465 0.228 2.576
N -0.565 -0.040 2.192
C 0.577 -0.637 -0.449
H 0.617 1.458 -0.947
H -0.704 0.565 -1.722
H 0.188 -1.589 -0.803
H 0.231 -0.060 2.827
C 0.331 0.512 -1.395
H -1.423 -0.201 0.393
*
```

Atomic charges from the Löwdin analysis, expressed in e, are listed below: 0.1384 0.1247 -0.0396 0.1389 0.0977 -0.0226 0.1059 0.0991 0.1233 0.1372 -0.0688 0.1659



no.,energy (Eh)
1,-1093.8685
2,-633.9351
3,-688.4793
4,-763.6743
5,-998.6936
6,-878.7553
7,-1364.6251
8,-348.7892
9,-348.9236
10,-471.3945
11,-525.9161
12,-869.3712
13,-533.7688
14,-1420.3701
15,-173.5659
16,-173.4394
17,-173.3611